Entry 1:
Computed, not measured: a molecular structure, C21H47OP3SeTl at a distorted geometry, with the ωB97M-V functional and the def2-TZVPD basis.

Results
ΔE to the lowest compared entry with this formula, charge and spin in kcal per mole: 29.5
Charge: +3

Last column: Mulliken charge in e.
Geometry (Å):
C: -1.539 1.439 2.127  -1.15
H: -0.978 -2.914 3.450  0.54
C: -0.483 -4.045 -1.687  0.24
H: 2.991 2.429 2.357  0.34
H: -4.028 0.747 0.981  0.48
C: -3.337 0.003 0.576  -1.24
H: 4.821 1.107 1.011  0.52
H: 0.995 -3.820 1.461  0.31
H: 0.837 -6.807 -4.026  0.48
C: -1.413 -4.772 -2.465  -0.47
C: 0.872 -4.490 -1.604  0.11
C: 2.835 1.666 1.566  0.12
H: -1.643 -3.074 1.797  0.35
H: -3.678 -0.330 -0.406  0.36
H: 2.354 -2.716 1.792  0.29
H: -0.168 2.021 -4.118  0.50
H: 2.662 -5.403 -2.791  -0.28
H: -2.266 2.243 2.266  0.60
H: -1.905 0.211 -4.293  0.49
C: -1.999 -0.013 -3.220  -1.13
C: 1.341 -2.998 2.088  -1.25
H: 4.281 -5.660 -3.769  0.36
C: 0.630 -0.491 -3.791  -1.09
C: -0.157 2.022 -3.023  -1.43
C: 0.714 -0.774 3.535  -1.62
H: 0.807 2.406 -2.666  0.32
Tl: 3.588 -1.303 -1.604  1.12
H: -0.951 2.684 -2.661  0.41
H: 1.471 -4.115 -0.761  0.37
C: 0.475 -6.036 -3.341  -0.41
P: -1.689 0.804 0.415  0.66
H: -0.531 1.836 2.266  -0.08
H: -1.479 3.085 -0.410  0.32
H: -2.457 -4.479 -2.449  0.52
P: 0.246 -1.526 1.914  0.96
H: 4.293 2.633 0.316  0.35
O: 1.565 1.946 0.922  -0.11
H: 2.416 4.353 2.094  0.42
H: 2.703 0.687 2.071  -0.14
C: 3.969 1.619 0.566  -1.15
H: 1.313 5.317 1.106  0.43
H: 1.804 -0.692 3.594  0.49
H: 1.351 -3.315 3.134  0.48
H: 5.013 -3.439 -2.939  0.45
C: 1.456 4.347 1.578  -1.39
Se: -0.956 -2.475 -0.862  0.18
H: 1.704 -0.362 -3.624  0.19
C: 1.420 3.321 0.465  0.18
P: -0.348 0.284 -2.434  0.72
H: 2.215 3.520 -0.283  0.44
H: -1.719 0.661 2.872  0.53
H: 3.657 -3.713 -1.727  -0.55
H: 4.078 -6.221 -2.003  0.39
C: 4.556 -4.140 -2.216  -0.13
C: 3.961 -5.418 -2.756  -0.75
H: -2.791 0.616 -2.792  0.37
C: -0.924 -5.801 -3.257  -0.75
H: 5.286 -4.286 -1.398  0.39
H: -2.274 -1.068 -3.089  0.26
H: -3.088 2.733 0.266  0.61
C: -1.276 -2.371 2.550  -1.36
C: -2.283 2.348 -0.364  -1.45
H: -2.663 2.176 -1.372  0.46
H: 0.398 -1.555 -3.856  0.25
H: 0.361 -0.001 -4.730  0.53
C: 1.393 -5.334 -2.566  0.23
H: -1.603 -6.412 -3.841  0.45
H: -2.071 -1.664 2.798  0.35
H: 0.358 -1.411 4.353  0.51
H: 0.445 3.316 -0.056  -0.33
H: 0.283 0.224 3.651  0.31
H: -3.285 -0.864 1.234  0.34
H: 0.654 4.176 2.298  0.29
H: 3.675 1.126 -0.367  -0.10



Entry 2:
Computed, not measured: a molecular structure, C21H48BaClN3O9 at a distorted geometry, with the ωB97M-V functional and the def2-TZVPD basis.

Results
ΔE to the lowest compared entry with this formula, charge and spin in kcal per mole: 562.9
Charge: 0

Last column: Mulliken charge in e.
Geometry (Å):
Ba: 0.328 0.691 0.089  3.69
H: 0.223 0.604 3.778  0.50
H: -0.011 -4.183 1.061  0.73
H: 4.068 -0.263 2.058  0.43
N: 2.038 2.066 -0.681  -0.96
H: -3.433 0.481 0.545  0.23
H: -2.319 0.119 -2.595  -0.01
C: 3.349 -1.012 1.726  -1.00
C: -1.842 0.596 2.079  -0.49
H: 1.198 -0.810 3.970  0.60
O: -0.850 1.633 -1.874  0.41
H: 1.878 2.179 2.940  0.32
H: -0.516 -2.692 1.768  0.33
H: 1.897 -3.125 -1.814  0.38
C: -0.328 -1.134 2.634  0.23
C: 3.402 0.184 -0.321  -1.30
H: 0.713 1.465 -3.172  0.29
H: -3.355 2.387 -1.474  0.38
H: 2.959 1.630 1.729  0.40
C: 1.741 -1.959 0.439  -0.65
C: 0.480 -2.532 -0.249  0.83
H: -2.012 0.562 -0.881  -0.92
H: 3.990 -0.618 -0.767  0.51
C: 1.088 -3.579 -1.241  -1.76
H: -1.812 -1.329 1.351  -0.12
H: -3.554 -2.513 -0.529  0.57
H: 3.171 0.936 3.322  0.37
C: -2.764 1.204 1.013  -1.03
C: -2.521 -2.275 -0.275  -1.55
H: 2.553 -1.743 -0.255  0.85
C: -2.035 1.732 -2.653  -2.15
C: 1.351 2.943 -1.648  -0.51
H: -0.131 3.113 -3.122  0.64
O: 0.495 4.109 2.684  -0.72
C: -1.677 -1.574 -1.433  1.56
O: 2.146 3.554 1.218  -0.69
H: 0.758 3.660 -1.081  -0.40
H: 0.395 -3.993 -1.973  0.31
H: -2.656 -1.623 0.588  1.06
H: 0.131 -1.987 2.133  -0.38
H: -1.193 1.441 2.310  0.32
O: 0.359 4.778 0.325  -0.79
H: -1.586 -3.430 -2.625  0.40
H: -2.325 2.734 -2.970  0.66
H: -1.318 -1.979 -3.577  0.46
C: 2.422 1.292 2.615  -1.50
H: 2.176 -2.643 1.168  0.01
N: -0.266 -1.431 -0.948  1.01
H: -1.852 3.373 -1.322  0.30
O: 2.566 -0.322 0.739  -0.03
C: -0.459 -3.220 0.816  -1.12
O: -1.928 1.770 0.001  0.59
O: 0.066 2.466 0.972  -1.36
H: -2.895 1.459 -2.041  0.59
H: -2.457 0.393 2.955  0.49
C: 0.703 -0.197 3.217  -2.02
H: 1.526 -4.443 -0.742  0.38
H: -3.441 1.923 1.474  0.68
H: -2.475 -3.997 1.113  0.47
H: 4.150 0.855 0.101  0.61
C: 2.664 0.938 -1.394  -0.53
C: -2.385 -0.207 -1.557  -0.53
H: 2.817 2.606 -0.333  0.54
H: -2.941 -2.272 -3.119  0.37
H: 3.463 1.159 -2.102  0.43
H: 1.964 0.288 -1.920  -0.17
Cl: 0.738 3.724 1.295  1.90
C: -1.917 -2.401 -2.770  -1.95
H: 2.723 -1.366 2.546  0.32
C: -1.883 -3.552 0.314  -1.37
H: -3.222 3.444 -0.171  0.49
O: 0.550 -0.522 -1.770  -0.85
H: -0.972 -1.495 3.435  0.51
O: 1.513 0.323 2.122  1.16
H: -2.073 1.153 -3.576  0.42
C: -2.608 2.792 -0.792  -1.13
H: -1.655 -4.289 -0.456  0.48
H: 1.999 3.521 -2.307  0.68
H: 3.773 -1.934 1.330  0.39
H: 1.483 -1.037 0.960  -0.77
H: -3.458 -0.302 -1.388  0.54
C: 0.296 2.274 -2.573  -0.95
N: -1.174 -0.573 1.557  -1.13



Entry 3:
Computed, not measured: 3 unconnected molecules or ions with the total composition C21H48ClN3O5P at a distorted geometry, with the ωB97M-V functional and the def2-TZVPD basis.

Results
Charge: +1
Electronic energy in hartree: -2170.75641

Last column: Mulliken charge in e.
Geometry (Å):
H: -1.434 0.826 3.651  -0.01
H: -3.656 -4.336 7.017  0.30
C: -4.096 -3.429 5.096  -0.52
H: -4.982 -3.159 4.513  0.24
H: -2.823 -1.927 4.235  -0.01
H: 7.390 -2.497 -5.811  0.37
H: 8.136 -2.454 -8.159  0.38
H: 5.198 -0.007 -7.713  0.26
H: -0.739 4.922 4.478  0.43
C: 5.280 -2.395 -6.152  -0.60
C: 4.201 -1.823 -7.074  -0.66
H: -0.515 0.699 5.174  0.35
O: 1.628 -0.960 -3.455  -0.45
C: 4.248 -0.307 -7.263  -0.44
H: 3.470 -0.024 -7.977  0.36
N: -0.846 1.777 -1.076  -0.04
Cl: -1.378 -0.378 0.888  -0.12
H: 4.806 0.259 -5.233  0.29
O: 1.638 1.199 -2.256  -0.55
H: -2.670 2.646 -0.872  0.51
H: 1.593 1.592 2.579  0.37
H: -4.081 0.847 3.890  0.06
H: -4.522 -0.741 3.230  0.23
C: -4.838 0.057 3.909  -0.82
H: 4.269 -2.301 -8.055  0.32
C: -0.447 0.937 4.110  -0.91
C: -0.529 2.976 1.567  -0.27
O: 0.821 1.131 -4.597  -0.45
N: -0.713 -0.015 -2.632  -0.12
H: 0.170 2.803 4.961  0.70
O: -1.755 3.123 0.796  -0.37
C: 0.129 2.382 3.952  0.37
H: 0.936 2.090 -4.484  0.38
H: -1.848 2.993 3.226  -0.05
C: 4.027 0.467 -5.968  -0.98
C: -1.942 2.190 -0.178  -0.48
H: 0.325 5.149 3.104  0.32
C: -1.343 0.695 -1.713  0.22
H: 6.972 -3.759 -7.925  0.30
C: -4.524 -4.017 6.437  -1.24
H: -1.419 5.352 2.912  0.40
H: -5.768 0.473 3.518  0.46
H: -3.579 -4.205 4.525  0.39
H: -3.737 -1.146 -0.875  0.37
H: 1.853 3.274 2.987  0.31
H: -0.456 2.491 -1.685  0.33
H: 6.889 -1.006 -6.575  0.23
H: -5.401 0.360 5.952  0.37
H: 6.482 -2.261 -8.729  0.28
H: -5.162 -4.888 6.283  0.39
C: 7.093 -2.674 -7.925  -1.19
H: -5.830 -1.217 5.334  0.28
H: -0.204 1.938 1.492  0.32
C: 6.718 -2.086 -6.568  -0.38
C: -0.793 3.256 3.070  0.31
C: -3.161 -2.227 5.233  -0.18
H: -5.089 -3.298 7.032  0.29
H: 3.220 -2.101 -6.674  0.33
C: -2.522 0.838 0.152  0.05
H: 5.122 -2.028 -5.133  0.24
H: -3.008 -0.224 5.980  0.21
H: -3.426 0.821 0.755  0.53
H: -3.964 -1.275 6.995  0.37
O: -2.874 -1.001 -1.295  -0.44
H: -1.181 -0.854 -2.969  0.28
P: 0.867 0.413 -3.200  0.69
H: 3.062 0.216 -5.527  0.06
C: -0.650 4.745 3.402  -1.61
H: 5.151 -3.481 -6.103  0.38
C: -5.041 -0.461 5.327  -0.60
H: 2.297 1.933 4.142  0.41
H: 0.215 0.206 3.632  0.25
C: 1.576 2.305 3.415  -1.64
H: -2.261 -2.537 5.772  0.42
H: 0.228 3.691 1.234  0.22
C: -3.762 -1.018 5.952  -0.61
H: 4.038 1.542 -6.164  0.43
N: -2.621 0.365 -1.271  0.07
H: 1.540 -1.463 -2.624  0.35